(1)
Density functional theory data (ωB97M-V/def2-TZVPD) for 2 unconnected molecules or ions with the total composition C4H11NO.

Calculated values
**HOMO energy**: -8.9 eV
**ΔE to the lowest compared entry with this formula, charge and spin**: 3.8398 eV
**Strongest force on any atom**: 4.22 eV/Å
**LUMO**: 0.0366 hartree
**Multiplicity**: 1

Each line ends with the natural charge from an NBO analysis.
Atoms and positions in Å:
C -1.335 1.237 -0.405  -0.444
N 0.103 1.320 -0.891  -0.678
C 0.471 0.257 -1.898  -0.425
H -2.138 1.070 -1.126  0.219
H -1.699 2.252 -0.001  0.212
H -1.551 0.482 0.543  0.183
H 0.960 1.513 -0.242  0.377
H 0.223 0.569 -2.865  0.193
H 1.489 -0.127 -1.959  0.206
H -0.078 -0.707 -1.650  0.180
C 0.916 -1.916 1.215  -0.550
C 0.327 -0.983 2.062  0.156
O 0.411 0.354 1.989  -0.695
H 0.583 -3.008 1.370  0.220
H 1.294 -1.512 0.247  0.193
H -0.500 -1.350 2.586  0.170
H 0.524 0.550 1.023  0.482

***

(2)
Density functional theory data (ωB97M-V/def2-TZVPD) for 2 unconnected molecules or ions with the total composition C4H11NO.

Calculated values
**HOMO energy**: -9.3 eV
**ΔE to the lowest compared entry with this formula, charge and spin**: 1.6284 eV
**Strongest force on any atom**: 1.05 eV/Å
**LUMO**: 0.0356 hartree
**Multiplicity**: 1

Each line ends with the natural charge from an NBO analysis.
Atoms and positions in Å:
C 0.187 -0.730 2.176  -0.409
N 0.515 -0.222 0.845  -0.634
C -0.440 -0.648 -0.177  -0.266
C -0.690 -0.001 -2.562  -0.363
C 0.074 -0.408 -1.563  -0.195
H 0.448 -1.783 2.284  0.172
H 0.823 -0.228 2.891  0.203
H -0.862 -0.587 2.350  0.197
H 1.438 -0.588 0.593  0.355
H -1.354 -0.059 -0.029  0.196
H -0.767 -1.694 -0.080  0.178
H -0.262 0.057 -3.559  0.199
H -1.700 0.355 -2.435  0.194
H 1.063 -0.777 -1.812  0.194
H 0.699 1.669 0.179  0.491
H 0.195 3.014 0.835  0.464
O 0.634 2.629 0.064  -0.975

***

(3)
Density functional theory data (ωB97M-V/def2-TZVPD) for a single C4H11NO molecule.

Calculated values
**HOMO energy**: -9.7 eV
**ΔE to the lowest compared entry with this formula, charge and spin**: 0.9353 eV
**Strongest force on any atom**: 2.42 eV/Å
**LUMO**: 0.0345 hartree
**Multiplicity**: 1

Each line ends with the natural charge from an NBO analysis.
Atoms and positions in Å:
C 1.343 0.372 0.812  -0.632
C 0.593 0.107 -0.492  -0.057
C -0.900 -0.265 -0.417  0.083
C -1.701 0.792 0.286  -0.655
O -0.920 -1.569 0.230  -0.730
N 1.277 -0.828 -1.419  -0.809
H 1.344 -0.433 1.556  0.215
H 1.029 1.289 1.310  0.209
H 2.382 0.493 0.489  0.203
H 0.609 1.073 -1.003  0.175
H -1.212 -0.451 -1.444  0.188
H -2.733 0.442 0.337  0.212
H -1.630 1.775 -0.188  0.230
H -1.460 1.037 1.333  0.215
H -1.620 -1.499 0.878  0.464
H 1.332 -1.728 -0.932  0.351
H 2.267 -0.606 -1.335  0.339

***

(4)
Density functional theory data (ωB97M-V/def2-TZVPD) for a gas-phase ion, C4H11NO (charge +1).

Calculated values
**⟨S²⟩**: 0.755
**HOMO energy (spin up / spin down)**: -14.6 / -14.6 eV
**ΔE to the lowest compared entry with this formula, charge and spin**: 2.1353 eV
**Strongest force on any atom**: 3.33 eV/Å
**LUMO (spin up / spin down)**: -0.1099 / -0.2784 hartree
**Net charge**: +1
**Multiplicity**: 2

Each line ends with the natural charge from an NBO analysis.
Atoms and positions in Å:
C -0.320 1.038 -1.842  -0.468
N 0.191 0.051 -0.834  0.032
C -0.265 -1.310 -0.925  -0.517
C 0.374 0.656 0.421  -0.304
C 0.508 -0.345 1.660  -0.081
O 0.325 0.529 2.832  -0.731
H -0.424 0.474 -2.750  0.240
H -1.334 1.486 -1.730  0.277
H 0.522 1.862 -1.890  0.265
H -1.231 -1.545 -0.400  0.283
H 0.460 -2.154 -0.655  0.287
H -0.532 -1.586 -1.983  0.256
H -0.545 1.262 0.581  0.283
H 1.160 1.427 0.386  0.281
H 1.455 -0.778 1.850  0.214
H -0.367 -1.071 1.642  0.186
H 0.023 0.004 3.636  0.499

***

(5)
Density functional theory data (ωB97M-V/def2-TZVPD) for 2 unconnected molecules or ions with the total composition C4H11NO.

Calculated values
**⟨S²⟩**: 0.755
**HOMO energy (spin up / spin down)**: -15.0 / -15.0 eV
**ΔE to the lowest compared entry with this formula, charge and spin**: 1.4683 eV
**Strongest force on any atom**: 1.08 eV/Å
**LUMO (spin up / spin down)**: -0.1653 / -0.3386 hartree
**Net charge**: +1
**Multiplicity**: 2

Each line ends with the natural charge from an NBO analysis.
Atoms and positions in Å:
C -1.272 -1.220 0.109  -0.610
C -2.074 -2.319 -0.619  -0.609
H -1.286 -1.351 1.198  0.215
H -0.217 -1.210 -0.191  0.171
H -1.654 -0.219 -0.092  0.188
H -2.870 -2.699 0.016  0.223
H -1.399 -3.115 -0.916  0.214
H -2.511 -1.916 -1.528  0.210
C 2.053 1.232 1.129  -0.688
C 1.033 1.917 0.271  0.640
O 0.120 2.582 0.829  -0.023
N 1.091 1.829 -1.033  -0.689
H 3.049 1.422 0.717  0.286
H 1.917 0.147 1.079  0.294
H 0.379 2.227 -1.637  0.447
H 1.652 1.119 -1.487  0.448
H 1.987 1.574 2.154  0.284

***

(6)
Density functional theory data (ωB97M-V/def2-TZVPD) for 2 unconnected molecules or ions with the total composition C4H11NO2.

Calculated values
**⟨S²⟩**: 0.750
**HOMO energy (spin up / spin down)**: 1.1 / -6.1 eV
**ΔE to the lowest compared entry with this formula, charge and spin**: 0.7116 eV
**Strongest force on any atom**: 1.77 eV/Å
**LUMO (spin up / spin down)**: 0.1467 / 0.1459 hartree
**Net charge**: -1
**Multiplicity**: 2

Each line ends with the natural charge from an NBO analysis.
Atoms and positions in Å:
N 1.576 0.305 -1.112  -0.875
C 0.818 -0.145 -0.064  0.630
C -0.338 0.687 0.407  -0.408
C 0.386 1.738 1.309  -0.653
C -1.228 1.325 -0.664  -1.098
O 1.203 -1.156 0.519  -0.655
H 1.429 1.224 -1.507  0.363
H 2.457 -0.151 -1.280  0.386
H -0.945 0.105 1.097  0.214
H 0.797 2.490 0.659  0.193
H -0.296 2.202 2.021  0.201
H 1.205 1.297 1.832  0.204
H -0.922 2.336 -0.870  0.189
H -2.296 1.263 -0.449  0.198
H -1.081 0.781 -1.592  0.199
H -2.044 -2.330 0.624  0.458
H -2.082 -2.199 -0.940  0.450
O -1.786 -2.750 -0.206  -0.997

***

(7)
Density functional theory data (ωB97M-V/def2-TZVPD) for 2 unconnected molecules or ions with the total composition C4H11NO2.

Calculated values
**HOMO energy**: -8.5 eV
**ΔE to the lowest compared entry with this formula, charge and spin**: 0.8202 eV
**Strongest force on any atom**: 2.22 eV/Å
**LUMO**: 0.0242 hartree
**Multiplicity**: 1

Each line ends with the natural charge from an NBO analysis.
Atoms and positions in Å:
C -1.696 1.537 -0.134  -0.740
C -0.287 1.683 0.399  0.802
O -0.283 2.580 1.404  -0.689
O 0.730 1.200 0.012  -0.597
H -1.679 1.059 -1.125  0.238
H -2.068 2.515 -0.426  0.247
H -2.275 0.876 0.500  0.249
C -0.030 -2.326 -0.750  -0.211
C 0.576 -2.594 0.635  -0.624
N 0.908 -1.596 -1.610  -0.877
H -0.233 -3.293 -1.211  0.181
H -0.995 -1.843 -0.639  0.181
H 0.923 -1.722 1.191  0.204
H 1.464 -3.224 0.573  0.200
H 0.890 -0.654 -1.258  0.379
H 0.634 2.873 1.511  0.494
H 1.826 -1.952 -1.830  0.369
H -0.191 -3.038 1.281  0.196

***

(8)
Density functional theory data (ωB97M-V/def2-TZVPD) for 2 unconnected molecules or ions with the total composition C4H11NO2.

Calculated values
**HOMO energy**: -9.4 eV
**ΔE to the lowest compared entry with this formula, charge and spin**: 2.3675 eV
**Strongest force on any atom**: 3.34 eV/Å
**LUMO**: 0.0324 hartree
**Multiplicity**: 1

Each line ends with the natural charge from an NBO analysis.
Atoms and positions in Å:
C 1.146 0.183 -0.702  -0.444
N 0.918 -0.300 0.668  -0.415
C 1.474 0.644 1.612  -0.418
C -0.574 -0.311 0.828  -0.355
C -1.136 -1.573 0.125  0.461
O -2.128 -1.564 -0.548  -0.552
H 0.957 1.234 -0.979  0.189
H 0.583 -0.382 -1.467  0.214
H 2.237 0.191 -0.908  0.193
H 2.550 0.581 1.449  0.205
H 1.146 1.686 1.459  0.171
H 1.176 0.458 2.660  0.200
H -0.522 -0.638 1.883  0.219
H -1.222 0.528 0.545  0.219
H -0.612 -2.488 0.457  0.115
H -2.188 0.961 -2.958  0.462
H -2.121 -0.037 -1.988  0.481
O -1.684 0.826 -2.135  -0.946